Entry 1:
ORCA calculation (ωB97M-V/def2-TZVPD) on C4H8O2 in the gas phase.

Output
LUMO level: 0.90 eV
Energy relative to the best compared isomer or geometry (same formula, charge and spin): 78.94 kJ/mol
SMILES string: CC(=O)CCO
Highest occupied orbital energy: -9.8 eV
Kohn-Sham gap: 10.730 eV

Last column: Löwdin charge in e.
Positions of all 14 atoms, in Å:
C  2.1223  -0.1557  -0.6626  -0.02
C  0.7955  0.3525  -0.1262  -0.44
O  0.6893  1.4059  0.4664  0.08
C  -0.3917  -0.5462  -0.4027  -0.13
C  -1.7246  -0.0766  0.1677  -0.27
O  -2.3302  0.9376  -0.6057  -0.06
H  2.6976  -0.6349  0.1388  0.09
H  1.9593  -0.9037  -1.4440  0.08
H  2.7134  0.6730  -1.0598  0.09
H  -0.4774  -0.6227  -1.4950  0.13
H  -0.1444  -1.5541  -0.0423  0.13
H  -1.5997  0.2448  1.2103  0.12
H  -2.4146  -0.9250  0.1568  0.12
H  -1.8846  1.7665  -0.3934  0.09

Force components x, y, z for each atom (eV/Å):
0.0 0.0 -0.1
0.0 0.2 0.0
0.0 -0.3 -0.2
-0.1 0.1 0.0
0.1 -0.4 0.2
0.1 0.3 0.0
-0.2 0.1 0.0
0.1 0.1 0.1
-0.1 -0.1 0.1
0.0 -0.1 0.1
0.0 0.1 0.0
0.0 -0.1 -0.1
0.0 0.1 0.0
0.0 -0.1 -0.1

***

Entry 2:
ORCA calculation (ωB97M-V/def2-TZVPD) on C4H8O2 in the gas phase.

Output
LUMO level: 1.03 eV
Energy relative to the best compared isomer or geometry (same formula, charge and spin): 192.18 kJ/mol
SMILES string: C[C@H]1O[C@H]1CO
Highest occupied orbital energy: -10.1 eV
Kohn-Sham gap: 11.157 eV

Last column: Löwdin charge in e.
Positions of all 14 atoms, in Å:
C  1.6233  0.5203  0.0805  -0.04
C  0.8192  -0.6831  0.4928  -0.30
O  -0.2668  -0.4578  1.3879  -0.03
C  -0.5697  -0.8964  0.0622  -0.22
C  -1.3215  0.1349  -0.7792  -0.22
O  -2.0258  1.0453  0.0308  -0.05
H  0.9808  1.3947  -0.0511  0.08
H  2.1497  0.3285  -0.8610  0.09
H  2.3710  0.7610  0.8418  0.08
H  1.4041  -1.5690  0.7483  0.14
H  -0.9410  -1.9207  0.0269  0.14
H  -2.0448  -0.3759  -1.4230  0.12
H  -0.6161  0.6630  -1.4392  0.11
H  -1.5624  1.0553  0.8823  0.08

Force components x, y, z for each atom (eV/Å):
0.0 0.0 0.0
0.2 0.0 -0.1
0.0 0.0 0.2
-0.1 -0.1 -0.1
0.2 -0.2 -0.3
0.1 0.1 0.2
0.1 -0.1 0.0
-0.1 0.0 0.1
-0.1 0.0 -0.1
-0.1 0.1 -0.1
0.0 0.2 0.0
0.1 0.0 0.1
-0.1 0.0 0.1
-0.1 0.0 -0.1

***

Entry 3:
ORCA calculation (ωB97M-V/def2-TZVPD) on C4H8O2 in the gas phase in a non-equilibrium geometry.

Output
LUMO level: 0.72 eV
Energy relative to the best compared isomer or geometry (same formula, charge and spin): 111.39 kJ/mol
SMILES string: CCCC(=O)O
Highest occupied orbital energy: -10.4 eV
Kohn-Sham gap: 11.080 eV

Last column: Löwdin charge in e.
Positions of all 14 atoms, in Å:
C  -0.3513  -1.0661  -1.6122  -0.09
C  0.2095  -0.8763  -0.1227  -0.23
C  0.6182  0.5602  0.0259  -0.10
C  0.0839  1.2980  1.3632  -0.54
O  0.1721  2.4554  1.6213  0.11
O  -0.3872  0.4809  2.2696  0.09
H  -0.8875  -1.9848  -1.8972  0.08
H  0.3710  -0.7723  -2.2639  0.03
H  -1.0211  -0.2580  -1.6412  0.04
H  1.0333  -1.6153  -0.1126  0.11
H  -0.6012  -1.1052  0.5686  0.10
H  1.7194  0.7167  -0.0760  0.13
H  0.1694  1.1585  -0.7951  0.12
H  -1.1286  1.0084  2.6723  0.16

Force components x, y, z for each atom (eV/Å):
-1.4 -0.3 3.1
-0.5 -1.8 -2.2
0.1 1.8 1.0
2.5 -0.7 -2.1
-0.1 1.5 -0.9
-2.7 -1.2 1.1
0.6 0.2 0.4
2.3 0.2 -2.1
-1.6 0.9 -0.5
-0.3 0.5 1.0
0.4 -0.3 0.1
-0.8 0.0 0.4
0.3 -0.1 0.5
1.2 -0.7 0.3

***

Entry 4:
ORCA calculation (ωB97M-V/def2-TZVPD) on C4H8O2 in the gas phase in a non-equilibrium geometry.

Output
LUMO level: 0.99 eV
Energy relative to the best compared isomer or geometry (same formula, charge and spin): 88.38 kJ/mol
SMILES string: CCOC(C)=O
Highest occupied orbital energy: -10.3 eV
Kohn-Sham gap: 11.263 eV

Last column: Löwdin charge in e.
Positions of all 14 atoms, in Å:
C  -2.2743  -0.5955  0.4216  -0.07
C  -1.0565  0.0833  -0.1628  -0.23
O  0.0908  0.0326  0.7404  -0.02
C  1.1316  0.6800  0.1328  -0.52
C  2.4811  0.0232  -0.1077  0.02
O  0.9610  1.7028  -0.4783  0.09
H  -2.0590  -1.6275  0.7085  0.08
H  -2.6580  -0.0554  1.2904  0.08
H  -3.0649  -0.6145  -0.3410  0.08
H  -0.7246  -0.4360  -1.0700  0.13
H  -1.2673  1.1192  -0.4368  0.12
H  3.3016  0.6274  0.2945  0.09
H  2.6010  0.0702  -1.2020  0.10
H  2.5376  -1.0098  0.2103  0.07

Force components x, y, z for each atom (eV/Å):
0.1 0.0 0.1
-0.2 0.0 -0.2
0.6 -0.2 -0.4
0.1 0.3 -1.3
-0.1 -0.3 0.2
-0.4 0.5 0.5
0.0 0.1 0.0
0.1 -0.1 0.0
0.2 0.0 0.2
-0.2 0.1 0.0
0.1 -0.1 0.2
-0.3 -0.2 0.2
-0.1 -0.1 0.4
0.1 -0.1 0.2

***

Entry 5:
ORCA calculation (ωB97M-V/def2-TZVPD) on a molecular structure, C4H8O2 in a non-equilibrium geometry.

Output
LUMO level: 0.97 eV
Energy relative to the best compared isomer or geometry (same formula, charge and spin): 367.84 kJ/mol
Highest occupied orbital energy: -10.0 eV
Kohn-Sham gap: 10.958 eV

Last column: Löwdin charge in e.
Positions of all 14 atoms, in Å:
C  0.9327  0.6808  -0.4194  -0.13
O  1.3381  -0.6049  -0.0592  -0.14
C  0.3777  -1.1424  0.8411  -0.19
C  -0.9818  -0.7587  0.2660  -0.12
C  -0.8341  0.7063  -0.0231  -0.33
O  -0.8933  1.5373  1.0923  -0.07
H  0.9837  0.8516  -1.4913  0.11
H  1.6465  1.4297  0.0483  0.15
H  0.0892  1.4768  0.6763  0.07
H  0.4936  -0.7027  1.8437  0.13
H  0.5431  -2.2186  0.8926  0.13
H  -1.7987  -0.9389  0.9710  0.13
H  -1.1608  -1.2912  -0.6709  0.12
H  -1.3448  1.1126  -0.8986  0.14

Force components x, y, z for each atom (eV/Å):
-1.0 -0.3 -0.7
0.0 -0.2 -0.1
-0.1 -0.3 0.2
0.0 -0.2 -0.1
1.4 -1.0 -1.9
2.0 0.2 -0.5
0.2 -0.2 -0.2
-1.2 -0.2 0.0
-1.2 2.5 3.4
0.0 -0.1 -0.1
0.0 0.1 0.0
0.1 0.1 -0.1
0.0 -0.1 0.1
-0.1 -0.2 0.0

***

Entry 6:
ORCA calculation (ωB97M-V/def2-TZVPD) on a molecular structure, C4H8O2.

Output
LUMO level: 0.81 eV
Energy relative to the best compared isomer or geometry (same formula, charge and spin): 428.15 kJ/mol
Highest occupied orbital energy: -8.0 eV
Kohn-Sham gap: 8.806 eV

Last column: Löwdin charge in e.
Positions of all 14 atoms, in Å:
C  0.4311  0.0373  -1.4389  -0.01
C  0.3192  -0.5072  -0.0449  -0.50
O  0.9984  -1.7103  0.1040  0.02
C  0.2621  0.4246  1.1086  -0.13
C  -1.1993  -0.0254  1.0461  -0.16
O  -1.9916  0.8699  0.3799  -0.05
H  1.4012  0.5220  -1.5936  0.09
H  -0.3583  0.7750  -1.6205  0.08
H  0.3319  -0.7781  -2.1598  0.09
H  0.9736  -1.9596  1.0378  0.11
H  0.8188  0.1379  2.0020  0.11
H  0.4515  1.4739  0.8612  0.12
H  -0.9309  -0.9388  0.1783  0.14
H  -1.5076  1.6788  0.1399  0.09

Force components x, y, z for each atom (eV/Å):
0.0 0.0 0.0
0.1 0.2 -0.1
0.0 0.0 0.3
0.1 0.0 0.1
0.1 0.0 0.0
0.0 0.2 0.0
-0.1 -0.1 0.0
0.1 -0.1 0.0
0.0 0.1 0.1
0.1 0.0 -0.1
-0.1 0.0 -0.1
-0.1 -0.1 0.0
-0.1 -0.1 -0.1
-0.1 -0.1 0.1